Entry 1:
Below is a 8-piece molecular cluster, C33H87N5O10 overall in a non-equilibrium geometry, with properties calculated with the ωB97M-V functional and the def2-TZVPD basis.

Summary:
Structure (SMILES): COC[C@H](C)N.COC[C@H](C)N.COC[C@H](C)N.COCCNCCOC.COCCNCCOC.CC(C)O.CC(C)O.CC(C)O
Kohn-Sham gap, eV: 9.047
HOMO energy, hartree: -0.316

Each line ends with the Mulliken charge.
Geometry (Å):
C1 8.4042 9.9641 4.2219  -1.096
C2 7.3124 9.7638 3.1182  0.450
C3 5.9364 9.0713 3.4146  -1.227
O1 6.8763 11.0548 2.7065  -0.561
H1 8.7195 9.1248 4.8418  0.335
H2 8.0741 10.6570 4.9959  0.286
H3 9.2510 10.3301 3.6413  0.273
H4 7.7419 9.2829 2.2393  0.267
H5 5.3675 9.6663 4.1291  0.299
H6 5.9104 7.9950 3.5851  0.364
H7 5.3074 9.0378 2.5251  0.307
H8 7.4490 11.4576 2.0498  0.304
C4 -2.4545 6.2756 3.4683  -1.244
C5 -2.8062 7.0945 4.7269  0.563
C6 -3.5582 6.2152 5.7492  -1.339
O2 -1.5874 7.5979 5.2409  -0.531
H9 -2.0398 6.9120 2.6865  0.351
H10 -3.3330 5.7368 3.1131  0.339
H11 -1.7785 5.4548 3.7077  0.313
H12 -3.4648 7.8811 4.3586  0.191
H13 -2.9036 5.4883 6.2300  0.350
H14 -4.3544 5.5943 5.3384  0.360
H15 -4.0473 6.7744 6.5468  0.311
H16 -1.3725 8.2434 4.5637  0.337
C7 5.8115 -5.6382 4.3292  -1.245
C8 5.3140 -6.8931 3.6385  0.533
C9 3.8986 -7.4289 4.0860  -1.306
O3 5.1628 -6.6620 2.2921  -0.517
H17 5.5598 -5.5934 5.3888  0.351
H18 5.3915 -4.6700 4.0566  0.333
H19 6.8993 -5.7076 4.3329  0.302
H20 6.0229 -7.7098 3.7749  0.182
H21 3.2315 -6.5767 4.2154  0.317
H22 3.9952 -7.8334 5.0935  0.301
H23 3.3295 -8.1076 3.4507  0.429
H24 4.8052 -7.5262 2.0752  0.317
C10 -4.0266 -0.6840 5.9292  -0.834
O4 -5.2350 -0.0245 5.6931  -0.257
C11 -6.3505 -0.9387 5.7474  -0.662
C12 -7.4999 -0.2004 5.0495  -0.588
N1 -7.3115 -0.2028 3.6433  -0.229
C13 -8.4304 0.4298 3.0149  -0.526
C14 -8.2435 0.7293 1.5053  -0.561
O5 -8.9676 1.8024 0.9767  -0.390
C15 -10.2554 1.5483 0.4896  -0.642
H25 -3.8318 -1.0699 6.9298  0.307
H26 -3.2987 0.1092 5.7589  0.268
H27 -3.7296 -1.4411 5.2035  0.334
H28 -6.7089 -1.1504 6.7548  0.379
H29 -6.1810 -1.9034 5.2691  0.361
H30 -7.7398 0.7533 5.5196  0.366
H31 -8.3493 -0.8706 5.1815  0.381
H32 -6.4366 0.1978 3.3365  0.238
H33 -8.5848 1.4576 3.3432  0.310
H34 -9.3693 -0.1054 3.1570  0.240
H35 -8.3859 -0.1965 0.9479  0.354
H36 -7.2243 1.0369 1.2711  0.346
H37 -10.1462 1.4556 -0.5909  0.249
H38 -10.9196 2.3713 0.7535  0.239
H39 -10.6634 0.6804 1.0076  0.316
C16 0.2461 7.7745 -5.6656  -0.778
O6 1.4793 7.4986 -4.8602  -0.304
C17 1.2911 6.6557 -3.7247  -0.525
C18 2.7286 6.0940 -3.4563  -0.647
N2 3.4837 7.0589 -2.6415  -0.323
C19 4.8982 6.7418 -2.5493  -0.799
C20 5.1976 5.2732 -1.9820  -0.188
O7 6.5240 5.0154 -1.9855  -0.364
C21 6.8038 3.7240 -1.5352  -0.790
H40 -0.3605 8.5313 -5.1684  0.275
H41 -0.3407 6.9012 -5.9504  0.319
H42 0.5303 8.0412 -6.6836  0.282
H43 0.7605 5.7387 -3.9808  0.351
H44 0.8056 7.1779 -2.9002  0.307
H45 3.2580 5.8896 -4.3869  0.377
H46 2.6596 5.1502 -2.9154  0.394
H47 3.0821 7.0165 -1.7157  0.258
H48 5.3240 7.5440 -1.9466  0.335
H49 5.4327 6.8246 -3.4956  0.315
H50 4.6713 4.5160 -2.5631  0.292
H51 4.9198 5.1864 -0.9315  0.303
H52 7.8864 3.6184 -1.6058  0.261
H53 6.3003 2.9681 -2.1379  0.335
H54 6.6047 3.5251 -0.4822  0.317
C22 1.2437 -9.3909 -9.9953  -1.441
C23 0.6690 -9.2279 -8.6623  0.488
C24 1.3958 -8.2044 -7.7748  -0.734
O8 2.6629 -8.7444 -7.4314  -0.307
C25 3.2437 -8.2153 -6.2532  -0.820
N3 -0.7485 -8.9182 -8.9506  -0.731
H55 0.9732 -10.3235 -10.4905  0.346
H56 2.3094 -9.6035 -9.9103  0.398
H57 1.2044 -8.5476 -10.6848  0.324
H58 0.7096 -10.1853 -8.1429  0.182
H59 0.8215 -7.9020 -6.8991  0.460
H60 1.4067 -7.2165 -8.2352  0.339
H61 3.3263 -7.1285 -6.2510  0.327
H62 4.2910 -8.5155 -6.2204  0.282
H63 2.9790 -8.7550 -5.3439  0.313
H64 -1.1190 -8.9926 -9.8873  0.293
H65 -0.6807 -7.9113 -8.9114  0.281
C26 -4.4266 -7.0008 -0.0676  -1.418
C27 -4.1912 -6.0684 -1.2186  0.774
C28 -4.9159 -4.7130 -1.1325  -0.731
O9 -6.1318 -4.5368 -1.8272  -0.384
C29 -7.1747 -5.1771 -1.1473  -0.743
N4 -2.7839 -5.8541 -1.4417  -0.759
H66 -4.3928 -6.4935 0.8965  0.331
H67 -3.7437 -7.8494 -0.0291  0.375
H68 -5.4688 -7.3145 -0.1273  0.321
H69 -4.4991 -6.6342 -2.0979  0.160
H70 -4.3623 -3.9367 -1.6606  0.341
H71 -4.9345 -4.3832 -0.0938  0.370
H72 -7.1708 -6.1918 -1.5454  0.270
H73 -8.1483 -4.7568 -1.3995  0.273
H74 -7.1921 -5.0358 -0.0667  0.321
H75 -2.3989 -6.7847 -1.5180  0.260
H76 -2.5071 -5.4068 -2.3039  0.238
C30 2.9649 0.0416 1.5571  -1.270
C31 1.7829 -0.8907 1.0785  0.393
C32 1.5008 -0.6011 -0.4227  -0.802
O10 2.7012 -0.5001 -1.2162  -0.311
C33 3.2800 -1.7471 -1.6975  -0.659
N5 2.0938 -2.2971 1.3123  -0.707
H77 3.8425 0.0552 0.9108  0.260
H78 3.1649 -0.3057 2.5707  0.386
H79 2.6912 1.0964 1.5810  0.366
H80 0.7813 -0.8116 1.5010  0.313
H81 0.9001 0.3076 -0.4610  0.313
H82 0.8612 -1.2769 -0.9904  0.440
H83 2.5398 -2.4092 -2.1468  0.288
H84 3.5467 -2.2834 -0.7868  0.206
H85 4.1873 -1.5047 -2.2510  0.244
H86 1.5594 -2.8161 0.6303  0.276
H87 2.9882 -2.7137 1.0964  0.261

Entry 2:
Below is C33H88F3MnN8O11S as an isolated structure in a non-equilibrium geometry, with properties calculated with the ωB97M-V functional and the def2-TZVPD basis.

Summary:
Expectation value of S²: 8.753
2S+1: 6
Kohn-Sham gap (alpha / beta), eV: 7.512 / 6.940
HOMO energy (alpha / beta), hartree: -0.378 / -0.378
Total charge: +1

Each line ends with the Mulliken charge.
Geometry (Å):
Mn1 -7.8318 7.8089 5.1268  0.595
C1 -6.6587 12.0122 3.4974  -0.312
F1 -5.6493 12.4761 4.1937  0.034
F2 -7.2941 13.0367 2.9245  -0.233
F3 -6.3315 11.1410 2.5587  -0.157
S1 -7.8925 11.1862 4.6493  0.550
O1 -7.3881 11.3526 6.0000  -0.323
O2 -9.1919 11.7738 4.3791  -0.471
O3 -7.8193 9.7579 4.2817  0.913
C2 1.9479 12.0689 5.9040  -1.338
C3 0.9358 11.6270 4.8423  0.268
C4 -0.4815 12.1521 5.0661  0.448
O4 -1.2779 11.6411 3.9781  -0.452
C5 -2.5768 12.1717 3.9669  -0.507
N1 1.4912 11.9579 3.5123  -0.808
H1 2.0556 13.1484 5.8130  0.340
H2 2.8760 11.5468 5.6693  0.378
H3 1.7163 11.6763 6.8953  0.273
H4 0.9333 10.5344 4.8026  0.314
H5 -0.5307 13.2419 5.1026  0.339
H6 -0.9080 11.5737 5.8923  -0.407
H7 -2.5417 13.2162 3.6374  0.427
H8 -2.9370 12.1718 5.0076  0.009
H9 -3.2953 11.5854 3.3978  0.193
H10 0.7150 11.6931 2.9026  0.302
H11 1.5430 12.9656 3.3658  0.280
C6 -8.5029 9.8576 8.9643  -1.099
C7 -8.6654 8.8206 7.8543  0.344
C8 -9.8511 9.0566 6.9349  -0.647
O5 -9.8457 8.0620 5.8858  -0.454
C9 -11.0377 8.2019 5.1079  -0.940
N2 -7.3763 8.7206 7.1017  0.067
H12 -7.6780 9.5401 9.5939  0.386
H13 -9.4040 9.9948 9.5648  0.520
H14 -8.3723 10.8039 8.4365  0.006
H15 -8.7937 7.8418 8.3271  0.486
H16 -9.8698 10.0482 6.4710  0.013
H17 -10.7745 8.9780 7.5125  0.635
H18 -11.9832 8.0700 5.6397  0.456
H19 -11.0442 7.2548 4.5561  0.266
H20 -11.0853 9.0488 4.4269  0.240
H21 -6.7343 8.3098 7.7764  0.339
H22 -7.0548 9.6948 7.0597  -0.636
C10 -5.0332 13.6838 0.3403  -0.548
C11 -5.3627 15.2028 0.3070  -0.015
C12 -6.1727 15.6331 1.5233  0.045
O6 -5.3891 15.5276 2.6812  -0.377
C13 -6.0960 15.8170 3.8561  -0.334
N3 -4.1888 16.0498 0.1242  -0.758
H23 -5.9629 13.1371 0.1682  0.127
H24 -4.6948 13.4364 1.3496  -0.191
H25 -4.2706 13.4945 -0.4101  0.460
H26 -5.9243 15.3304 -0.6251  0.376
H27 -7.0950 15.0387 1.5835  -0.006
H28 -6.6298 16.6229 1.3869  0.229
H29 -5.4213 15.7974 4.7091  0.293
H30 -6.9058 15.0923 3.9990  -0.144
H31 -6.5449 16.8015 3.6659  0.316
H32 -3.7599 16.0318 1.0541  0.293
H33 -3.4353 15.6907 -0.4503  0.266
C14 -7.3953 6.1651 1.1130  -1.233
C15 -7.2498 6.4932 2.5860  0.221
C16 -5.9332 7.2471 2.9044  -0.772
O7 -5.8892 7.7959 4.2342  -0.071
C17 -4.6319 7.5130 4.8971  -0.733
N4 -8.4170 7.3098 3.0339  0.080
H34 -7.4280 7.1302 0.6076  0.155
H35 -8.2385 5.5216 0.8758  0.386
H36 -6.4840 5.6803 0.7512  0.442
H37 -7.3625 5.6380 3.2643  0.333
H38 -5.8395 8.1210 2.2535  0.163
H39 -5.1229 6.5561 2.6698  0.578
H40 -4.7162 7.8749 5.9161  0.095
H41 -3.7942 7.9642 4.3644  0.311
H42 -4.4496 6.4389 4.8271  0.396
H43 -8.4098 8.2093 2.5294  -0.567
H44 -9.2294 6.9033 2.5728  0.355
C18 -4.0406 12.7864 7.4631  -1.592
C19 -4.3088 11.2933 7.5205  1.744
C20 -3.2396 10.4936 8.2671  -1.339
O8 -2.0238 10.6130 7.5672  -0.121
C21 -0.9072 10.1883 8.3204  -0.739
N5 -5.5802 11.1571 8.3386  -0.376
H45 -4.2649 13.3867 8.3446  0.404
H46 -4.6405 13.1663 6.6322  0.262
H47 -2.9735 12.9803 7.2997  0.333
H48 -4.5206 10.8670 6.5392  -0.198
H49 -3.5898 9.4655 8.4121  0.349
H50 -3.1863 10.9350 9.2706  0.431
H51 -0.9955 9.1127 8.5018  0.337
H52 -0.8660 10.6032 9.3372  0.354
H53 0.0403 10.5009 7.8906  0.056
H54 -5.4473 11.6423 9.2180  0.395
H55 -6.1478 11.7777 7.7624  -0.208
C22 -11.7159 13.2747 10.3145  -1.322
C23 -11.2134 14.6214 9.8152  0.755
C24 -11.7508 15.0735 8.4787  -0.959
O9 -11.4614 14.1404 7.4161  -0.370
C25 -10.1149 13.7856 7.2152  -0.896
N6 -11.6875 15.6663 10.7529  -0.719
H56 -12.7680 13.3636 10.5873  0.392
H57 -11.1466 12.8874 11.1570  0.360
H58 -11.6853 12.5718 9.4773  0.212
H59 -10.1167 14.6571 9.7735  0.234
H60 -11.4209 16.0802 8.2175  0.416
H61 -12.8380 15.0511 8.5578  0.317
H62 -9.4468 14.6365 7.0400  0.386
H63 -10.1460 13.2370 6.2711  0.229
H64 -9.6973 13.1228 7.9794  0.453
H65 -11.2044 15.5809 11.6398  0.255
H66 -11.4654 16.5860 10.3873  0.233
C26 -10.9986 15.1013 3.0168  -1.218
C27 -10.4702 16.2028 3.9351  1.418
C28 -10.2404 17.6097 3.3770  -1.068
O10 -9.3199 17.5040 2.3012  -0.138
C29 -9.0060 18.7959 1.8196  -1.000
N7 -11.2644 16.3194 5.1601  -0.488
H67 -12.0482 15.2138 2.7497  0.323
H68 -10.8036 14.1017 3.4077  0.144
H69 -10.3626 15.1370 2.1228  0.378
H70 -9.4720 15.9002 4.2715  -0.470
H71 -9.9507 18.3038 4.1669  0.383
H72 -11.2299 17.9397 3.0269  0.384
H73 -8.3833 19.3587 2.5175  0.354
H74 -9.9147 19.3562 1.5686  0.405
H75 -8.5290 18.7046 0.8417  0.273
H76 -12.2498 16.5341 5.1005  0.240
H77 -11.1763 15.4609 5.6859  0.107
C30 -9.9696 9.3301 -1.1886  -1.375
C31 -9.8124 9.6785 0.3052  0.653
C32 -10.7002 8.7442 1.1559  0.634
O11 -12.0608 8.9841 0.9185  -0.469
C33 -12.5954 10.1673 1.4560  -0.545
N8 -8.4055 9.5589 0.7131  -0.300
H78 -9.1928 8.6746 -1.5828  0.355
H79 -9.8873 10.2447 -1.7853  0.367
H80 -10.9952 9.0243 -1.3962  0.370
H81 -10.1281 10.7161 0.4189  0.059
H82 -10.4255 8.9599 2.1982  -0.557
H83 -10.5381 7.6892 0.9292  0.023
H84 -12.5752 10.0954 2.5536  0.157
H85 -13.6637 10.1831 1.2442  0.318
H86 -12.1324 11.1089 1.1588  0.262
H87 -8.0018 10.4518 0.9632  -0.181
H88 -7.9047 9.3248 -0.1388  0.327

Entry 3:
Below is a 11-piece molecular cluster, C33H88O11 overall in a non-equilibrium geometry, with properties calculated with the ωB97M-V functional and the def2-TZVPD basis.

Summary:
Structure (SMILES): CC(C)O.CC(C)O.CC(C)O.CC(C)O.CC(C)O.CC(C)O.CC(C)O.CC(C)O.CC(C)O.CC(C)O.CC(C)O
Kohn-Sham gap, eV: 10.082
HOMO energy, hartree: -0.354

Each line ends with the Mulliken charge.
Geometry (Å):
C1 -2.3363 0.6552 -4.6495  -0.668
C2 -3.5580 0.1383 -3.9035  0.624
C3 -3.3807 0.1787 -2.3873  -0.822
O1 -4.7022 0.8759 -4.3140  -0.605
H1 -2.1053 1.6965 -4.4248  0.425
H2 -2.4542 0.5137 -5.7229  0.550
H3 -1.4849 0.0412 -4.3534  -0.291
H4 -3.7185 -0.9120 -4.1826  -0.078
H5 -3.2039 1.1922 -2.0181  0.365
H6 -2.5653 -0.4731 -2.0808  -0.272
H7 -4.3179 -0.1468 -1.9246  0.508
H8 -5.3772 0.8222 -3.6319  0.346
C4 0.1844 3.0846 -2.9013  0.153
C5 1.4928 2.5968 -3.5306  0.794
C6 1.2387 2.1925 -4.9733  -1.258
O2 2.4473 3.6489 -3.4917  -0.506
H9 0.4290 3.4204 -1.8895  -0.395
H10 -0.4691 2.2155 -2.9091  -0.574
H11 -0.2146 3.9835 -3.3711  0.635
H12 1.8221 1.7113 -2.9660  -0.022
H13 2.0969 1.7762 -5.5071  0.441
H14 0.8508 3.0214 -5.5742  0.365
H15 0.4178 1.4715 -5.0882  0.033
H16 3.2701 3.2123 -3.7516  0.360
C7 4.0040 6.4061 -1.2356  -1.498
C8 2.6665 5.9685 -0.6292  0.799
C9 2.7219 4.5262 -0.1470  -1.184
O3 2.4077 6.8902 0.4206  -0.599
H17 4.8343 6.1704 -0.5688  0.333
H18 4.0296 7.4719 -1.4598  0.396
H19 4.1519 5.9107 -2.1995  0.292
H20 1.9221 6.0507 -1.4318  0.122
H21 3.2291 3.8497 -0.8321  0.311
H22 1.7556 4.1009 0.1314  0.056
H23 3.3598 4.4915 0.7447  0.618
H24 1.7607 6.4948 1.0193  0.329
C10 4.2734 1.4839 0.4541  -0.930
C11 4.2700 0.8057 1.8187  0.403
C12 3.3760 1.5220 2.8260  -0.854
O4 3.8601 -0.5538 1.7106  -0.660
H25 3.2448 1.6993 0.1531  -0.103
H26 4.8515 0.8682 -0.2299  0.302
H27 4.7017 2.4849 0.5500  0.481
H28 5.2970 0.7455 2.1835  0.410
H29 2.3265 1.5794 2.5337  -0.034
H30 3.7060 2.5208 3.1344  0.515
H31 3.3759 1.0149 3.7969  0.116
H32 2.9521 -0.5537 1.3578  0.165
C13 -1.5531 -4.2852 2.1108  -1.317
C14 -0.1885 -4.5235 2.7372  0.702
C15 0.9665 -4.3090 1.7720  -1.115
O5 -0.0403 -3.6040 3.8255  -0.574
H33 -2.3202 -4.5741 2.8333  0.415
H34 -1.6694 -4.9084 1.2268  0.220
H35 -1.7403 -3.2408 1.8616  0.227
H36 -0.1439 -5.5562 3.1003  0.283
H37 0.8385 -4.8538 0.8335  0.459
H38 1.9138 -4.6331 2.2074  0.335
H39 1.0914 -3.2472 1.5583  -0.010
H40 0.8213 -3.7683 4.2475  0.278
C16 -3.0042 -6.3473 -3.4971  -1.502
C17 -3.1688 -4.9611 -2.8972  0.441
C18 -2.3085 -4.6604 -1.6979  -1.129
O6 -2.8357 -3.9810 -3.8915  -0.378
H41 -3.4441 -7.1451 -2.8951  0.412
H42 -1.9735 -6.6236 -3.7264  0.312
H43 -3.5365 -6.3882 -4.4531  0.423
H44 -4.2205 -4.8426 -2.6101  0.280
H45 -1.2541 -4.6372 -2.0021  0.289
H46 -2.3840 -5.3914 -0.8976  0.441
H47 -2.4761 -3.6369 -1.3566  0.204
H48 -3.3638 -4.1265 -4.6834  0.233
C19 2.5930 -1.5727 5.2400  -0.831
C20 2.8242 -2.9703 5.8087  0.202
C21 1.7971 -3.3875 6.8352  -1.284
O7 2.7749 -3.8851 4.6978  -0.589
H49 1.7934 -1.5169 4.5025  0.033
H50 3.5066 -1.2319 4.7415  0.355
H51 2.4349 -0.7930 5.9938  0.482
H52 3.8024 -2.9940 6.3056  0.417
H53 0.7819 -3.3615 6.4363  0.208
H54 1.8658 -2.6245 7.6153  0.398
H55 2.0018 -4.3611 7.2760  0.320
H56 3.3290 -3.5559 3.9805  0.346
C22 -2.1202 4.8579 0.3747  -1.015
C23 -2.7997 5.2094 1.6945  0.590
C24 -3.7438 4.1368 2.2355  -1.215
O8 -1.7524 5.4427 2.6382  -0.529
H57 -1.6712 5.7759 -0.0143  0.357
H58 -2.8187 4.5580 -0.4081  0.427
H59 -1.3348 4.1142 0.4989  0.013
H60 -3.3765 6.1367 1.5687  0.175
H61 -4.1601 4.5745 3.1492  0.439
H62 -3.1767 3.2428 2.5016  0.153
H63 -4.5464 3.8673 1.5515  0.363
H64 -2.1707 5.4367 3.5083  0.294
C25 -0.4058 -1.4832 -0.2928  -0.503
C26 0.3503 -0.1823 -0.0470  0.927
C27 -0.5455 1.0438 -0.0062  -0.267
O9 1.0245 -0.3332 1.2169  1.373
H65 -1.1946 -1.5275 0.4602  0.102
H66 0.2615 -2.3377 -0.2973  0.404
H67 -0.8846 -1.4847 -1.2781  -0.924
H68 1.1677 -0.1338 -0.7711  0.184
H69 -0.9936 1.1419 -1.0011  -0.491
H70 -0.0286 1.9776 0.2046  -0.096
H71 -1.4001 0.9287 0.6637  0.360
H72 0.3942 -0.4353 1.9538  -0.769
C28 -1.1217 -0.5714 5.6840  -1.374
C29 -1.4266 -0.1141 4.2503  0.808
C30 -0.9689 1.3039 4.0038  -0.856
O10 -0.7607 -0.9401 3.3105  -0.273
H73 -0.1594 -0.1456 5.9789  0.258
H74 -1.0260 -1.6580 5.7241  0.292
H75 -1.8771 -0.2705 6.4085  0.429
H76 -2.5177 -0.1317 4.1381  0.165
H77 0.1179 1.3918 4.0846  0.110
H78 -1.3809 1.9874 4.7478  0.488
H79 -1.2667 1.6246 3.0046  -0.130
H80 -0.8949 -1.8854 3.5242  -0.082
C31 -0.8329 -2.0125 -6.3503  -1.021
C32 0.2845 -2.5374 -5.4413  0.279
C33 0.4234 -1.8450 -4.0900  -0.360
O11 -0.0651 -3.9046 -5.1619  -0.629
H81 -0.8299 -2.5715 -7.2865  0.401
H82 -0.7189 -0.9681 -6.6575  0.294
H83 -1.8063 -2.1367 -5.8759  0.084
H84 1.2556 -2.5626 -5.9356  0.387
H85 -0.4657 -2.0196 -3.4807  -0.159
H86 0.6228 -0.7750 -4.2046  -0.072
H87 1.2687 -2.2539 -3.5336  0.449
H88 -0.8784 -3.8977 -4.6385  0.279

Here are the calculated molecular weight numbers, same order: 714.1; 917.1; 661.1 (g/mol).
Here are the calculated ΔE to the lowest compared entry with this formula, charge and spin numbers, same order: 131.0; 17.9; 24.0 (kcal per mole).